DFT (ωB97M-V/def2-TZVPD) results for a cluster of 2 separate species, C15H14F4N in total.

Each line ends with the Mulliken charge.
Element x y z (Å)
F -3.211 2.941 -1.088  -0.289
C -2.917 1.606 -1.135  0.323
C -3.982 0.698 -1.088  -0.658
C -3.649 -0.666 -1.053  0.380
F -4.669 -1.571 -0.989  -0.292
C -2.358 -1.111 -0.959  -0.721
C -1.305 -0.157 -0.896  0.838
C 0.000 -0.659 -0.477  -0.345
C 1.307 -0.153 -0.884  0.705
C 2.352 -1.111 -0.977  -0.628
C 3.656 -0.655 -1.077  0.389
F 4.666 -1.570 -1.029  -0.290
C 3.969 0.696 -1.097  -0.638
C 2.930 1.610 -1.104  0.291
F 3.218 2.947 -1.046  -0.292
C 1.591 1.232 -1.013  -0.779
C -1.593 1.222 -1.075  -0.720
H -5.017 1.032 -1.057  0.495
H -2.136 -2.175 -0.865  0.476
H -0.001 -1.721 -0.144  0.403
H 2.134 -2.170 -0.897  0.490
H 5.027 1.036 -1.079  0.459
H 0.830 1.991 -0.924  0.567
H -0.819 1.981 -1.058  0.397
C 1.215 -0.660 2.348  -0.906
N 0.000 -0.314 1.600  -0.194
C -1.218 -0.659 2.345  -0.904
H 2.080 -0.169 1.917  0.299
H 1.038 -0.269 3.367  0.385
H 1.377 -1.750 2.348  0.345
H -0.003 0.729 1.462  0.392
H -2.086 -0.167 1.912  0.300
H -1.380 -1.752 2.347  0.342
H -1.044 -0.265 3.368  0.381

Properties
HOMO energy	-0.4898	Eh
orbital gap	8.11	eV
energy relative to the best compared isomer or geometry (same formula, charge and spin)	202.3	kJ/mol
net charge	+1
LUMO	-5.21	eV


DFT (ωB97M-V/def2-TZVPD) results for the molecule C15H14N2O2.

Each line ends with the Mulliken charge.
Element x y z (Å)
O 2.016 -1.705 -2.071  -0.683
O -1.197 -0.690 0.366  -0.603
C 1.261 -1.168 -1.256  0.411
C -2.290 0.089 -1.512  -0.334
C -2.438 0.350 -2.886  -0.736
C -0.199 -0.381 -3.198  -0.749
C 1.926 0.355 1.956  -0.276
C 1.456 1.163 3.018  -0.953
C -0.769 0.690 2.217  -0.890
C -1.123 -0.377 -0.950  -0.021
C -0.276 -0.094 1.169  0.727
C -0.049 -0.642 -1.815  0.330
C -1.390 0.121 -3.740  1.078
C 1.085 -0.309 1.021  0.022
C 0.057 1.306 3.144  0.897
N -1.634 0.289 -5.062  -0.526
N 1.676 -1.184 0.072  0.275
C -0.566 2.038 4.319  -1.455
C 2.539 -2.259 0.555  -1.084
H -3.172 0.294 -0.911  0.390
H -3.416 0.706 -3.282  0.230
H 0.647 -0.562 -3.906  0.296
H 2.999 0.226 1.864  0.493
H 2.143 1.585 3.756  0.384
H -1.850 0.815 2.342  0.300
H -0.941 -0.113 -5.705  0.210
H -2.591 0.332 -5.351  0.195
H -0.495 3.128 4.169  0.294
H -1.613 1.854 4.422  0.365
H -0.080 1.810 5.268  0.358
H 2.088 -3.246 0.274  0.299
H 2.682 -2.212 1.624  0.433
H 3.516 -2.206 0.088  0.323

Properties
HOMO energy	-0.2922	Eh
orbital gap	8.56	eV
SMILES	Cc1ccc2c(c1)Oc1ccc(N)cc1C(=O)N2C
energy relative to the best compared isomer or geometry (same formula, charge and spin)	130.6	kJ/mol
net charge	0
LUMO	0.61	eV


DFT (ωB97M-V/def2-TZVPD) results for a structure of composition C15H14N5O5SW.

Each line ends with the Mulliken charge.
Element x y z (Å)
W -0.276 0.402 -0.941  1.934
C -2.566 2.413 1.950  -1.339
C -1.429 1.657 1.426  0.362
N -0.855 1.919 0.263  0.212
N -1.474 2.054 -0.964  -0.574
C -0.889 2.749 -2.047  0.632
N -0.813 4.037 -2.131  -0.247
S -0.372 1.562 -3.162  -0.257
C -0.764 0.527 2.068  0.513
C -0.816 0.267 3.417  -0.693
C -0.081 -0.816 3.917  -0.681
C 0.650 -1.586 3.040  -0.774
C 0.628 -1.282 1.674  0.006
N -0.059 -0.258 1.193  0.024
H -3.274 2.618 1.140  0.413
H -2.206 3.391 2.301  0.381
H -3.064 1.906 2.770  0.483
H -1.195 4.648 -1.416  0.265
H -0.416 4.481 -2.955  0.282
H -1.394 0.897 4.080  0.495
H -0.090 -1.040 4.976  0.496
H 1.232 -2.429 3.386  0.486
H 1.177 -1.891 0.966  0.476
O -2.706 -2.763 -1.445  -0.333
C -1.749 -2.102 -1.526  -0.088
O -1.719 -0.728 -1.106  -0.582
C -0.370 -2.442 -1.997  0.913
C 0.058 -3.616 -2.584  -0.680
C 1.414 -3.720 -2.904  -0.354
C 2.299 -2.677 -2.617  -0.681
C 1.779 -1.543 -2.026  0.848
N 0.478 -1.447 -1.747  0.103
C 2.518 -0.310 -1.601  0.114
O 3.652 -0.046 -1.686  -0.352
O 1.557 0.572 -1.017  -0.495
H -0.640 -4.418 -2.784  0.554
H 1.785 -4.622 -3.375  0.503
H 3.355 -2.742 -2.846  0.569
O 1.885 1.959 1.941  -0.478
H 2.340 2.770 1.681  0.266
H 2.410 1.651 2.689  0.278

Properties
HOMO energy	-0.7329	Eh
orbital gap	7.83	eV
energy relative to the best compared isomer or geometry (same formula, charge and spin)	0.0	kJ/mol
net charge	+3
LUMO	-12.11	eV


DFT (ωB97M-V/def2-TZVPD) results for the molecule C15H15BrFN.

Each line ends with the Mulliken charge.
Element x y z (Å)
F 2.400 0.567 5.839  -0.327
C 2.256 -0.152 4.704  0.356
C 1.076 -0.052 3.990  -0.646
C 0.937 -0.794 2.832  -0.216
C 1.958 -1.628 2.389  0.059
C 3.133 -1.701 3.127  -0.352
C 3.291 -0.968 4.289  -0.569
H 4.198 -1.022 4.870  0.419
H 3.935 -2.343 2.793  0.355
C 1.806 -2.390 1.109  -0.653
H 0.775 -2.731 1.005  0.277
H 2.464 -3.263 1.105  0.394
C 2.164 -1.483 -0.090  -0.673
N 2.093 -2.110 -1.392  -0.328
H 2.721 -2.906 -1.429  0.281
C 0.762 -2.514 -1.819  -1.036
C -0.140 -1.316 -1.947  0.434
C 0.298 -0.199 -2.651  -0.102
C -0.508 0.915 -2.783  -0.533
C -1.768 0.906 -2.208  0.090
C -2.226 -0.192 -1.503  -0.612
C -1.403 -1.298 -1.373  -0.401
H -1.758 -2.157 -0.821  0.369
H -3.209 -0.183 -1.057  0.422
Br -2.893 2.436 -2.390  -0.200
H -0.167 1.781 -3.329  0.424
H 1.285 -0.210 -3.085  0.390
H 0.293 -3.257 -1.153  0.414
H 0.872 -2.980 -2.805  0.437
H 1.495 -0.619 -0.096  0.299
H 3.187 -1.117 0.038  0.392
H 0.020 -0.727 2.264  0.403
H 0.288 0.595 4.342  0.433

Properties
HOMO energy	-0.3201	Eh
orbital gap	9.45	eV
SMILES	Fc1ccc(CCNCc2ccc(Br)cc2)cc1
energy relative to the best compared isomer or geometry (same formula, charge and spin)	2.1	kJ/mol
net charge	0
LUMO	0.74	eV


DFT (ωB97M-V/def2-TZVPD) results for a structure of composition C15H15ClMoN2O3S.

Each line ends with the Löwdin spin population.
Element x y z (Å)
Mo -0.424 -0.469 -0.083  1.753
N 0.914 -4.291 1.056  0.011
C 0.795 -3.010 0.780  0.009
O -0.113 -2.596 0.008  0.030
C 1.714 -1.985 1.374  0.009
C 1.591 -0.724 0.522  -0.020
H 0.238 -4.948 0.695  0.000
H 1.635 -4.631 1.671  0.000
H 2.736 -2.362 1.449  0.000
H 1.373 -1.802 2.397  0.000
H 2.212 -0.796 -0.377  0.002
H 1.898 0.172 1.065  0.000
Cl -3.684 4.757 3.890  -0.003
C -2.808 3.748 2.813  -0.003
C -2.112 4.327 1.734  0.015
C -1.395 3.560 0.844  0.000
C -1.352 2.175 0.995  0.009
O -0.658 1.447 0.126  0.049
C -2.048 1.581 2.082  0.000
C -2.029 0.201 2.312  0.040
O -1.432 -0.679 1.607  0.035
C -2.777 2.395 2.988  0.019
H -2.148 5.402 1.611  0.001
H -0.865 4.018 0.021  0.000
H -2.561 -0.194 3.178  0.000
H -3.306 1.937 3.814  0.001
S -1.614 -1.048 -2.103  0.038
C -0.030 -0.732 -2.742  0.009
N 0.635 -1.753 -3.355  0.001
C 1.876 -1.649 -3.847  -0.004
C 2.578 -0.469 -3.709  -0.003
C 1.952 0.601 -3.090  0.000
C 0.645 0.479 -2.615  -0.001
H 0.131 -2.630 -3.448  0.001
H 2.273 -2.524 -4.343  0.000
H 3.579 -0.394 -4.107  0.000
H 2.464 1.550 -2.996  0.000
H 0.118 1.337 -2.218  0.002

Properties
HOMO energy (alpha / beta)	-0.5272 / -0.5289	Eh
orbital gap (alpha / beta)	6.67 / 6.80	eV
⟨S²⟩	2.024
multiplicity	3
energy relative to the best compared isomer or geometry (same formula, charge and spin)	0.0	kJ/mol
net charge	+2
LUMO (alpha / beta)	-7.67 / -7.60	eV


DFT (ωB97M-V/def2-TZVPD) results for a cluster of 2 separate species, C15H15ClN2O4 in total.

Each line ends with the Mulliken charge.
Element x y z (Å)
C -3.138 -1.571 5.271  -1.405
C -2.513 -1.140 3.952  1.146
C -2.410 -2.042 2.924  -0.683
C -1.813 -1.670 1.746  -0.717
C -1.316 -0.396 1.593  0.482
C -0.666 -0.055 0.268  -0.741
O 0.519 0.754 0.372  -0.314
C 1.367 0.354 1.362  0.461
O 1.642 1.113 2.266  -0.512
N 1.981 -0.928 1.337  -0.220
Cl 2.096 -1.636 -0.230  -0.076
C -1.455 0.498 2.617  -0.222
C -2.045 0.141 3.804  -0.844
H -2.534 -2.368 5.712  0.320
H -3.092 -0.728 5.963  0.326
H -4.165 -1.900 5.110  0.337
H -2.776 -3.059 3.012  0.381
H -1.731 -2.376 0.926  0.353
H -0.442 -0.996 -0.245  0.331
H -1.388 0.457 -0.365  0.536
H 1.566 -1.567 2.007  0.346
H -1.071 1.504 2.481  0.418
H -2.122 0.850 4.618  0.300
C 3.639 1.701 -4.228  -0.446
C 2.821 1.618 -5.349  -0.448
C 1.494 1.245 -5.213  -0.450
C 1.002 0.964 -3.950  -0.181
C 1.804 1.036 -2.826  0.126
C 3.131 1.407 -2.970  -0.529
N -0.410 0.590 -3.798  0.989
O -1.088 0.517 -4.801  -0.608
O -0.819 0.379 -2.672  -0.595
H 4.674 1.998 -4.337  0.379
H 3.219 1.846 -6.328  0.376
H 0.860 1.180 -6.085  0.458
H 1.411 0.810 -1.845  0.508
H 3.770 1.470 -2.099  0.417

Properties
HOMO energy	-0.3399	Eh
orbital gap	8.76	eV
SMILES	Cc1ccc(COC(=O)NCl)cc1.O=[N+]([O-])c1ccccc1
energy relative to the best compared isomer or geometry (same formula, charge and spin)	409.6	kJ/mol
net charge	0
LUMO	-0.49	eV


Listing max |F| for the structures above in their given order: 2.62 2.75 0.58 0.45 0.13 2.12 eV Å⁻¹.
Listing total energy for the structures above in their given order: -28133.9432 -22857.1155 -46104.3971 -90048.6427 -50120.9610 -39487.1715 eV.